16
Properties=species:S:1:pos:R:3:nbo_charge:R:1 method="wB97M-V/def2-TZVPD" smiles=C[C@@H](C[S-])NC[O-] homo_ev=0.5 charge=-2 homo_lumo_gap_ev=5.66 relative_energy_kcal_mol=37.9
C 1.524 -0.334 -0.435 -0.63
C 0.106 0.258 -0.110 -0.05
C 0.007 1.678 -0.761 -0.46
S 1.430 3.034 -0.345 -0.85
N -0.940 -0.719 -0.260 -0.73
C -1.500 -1.113 1.124 0.16
O -2.607 -1.842 1.209 -0.96
H 1.560 -0.531 -1.523 0.16
H 2.278 0.394 -0.278 0.23
H 1.768 -1.223 0.154 0.18
H 0.258 0.418 1.101 0.16
H -0.975 1.961 -0.515 0.18
H 0.129 1.709 -1.826 0.17
H -0.916 -1.663 -0.696 0.36
H -1.481 -0.219 1.725 0.08
H -0.640 -1.808 1.437 0.01